Formula: C4H8N2O
Source: the Open Molecules 2025 dataset
Level of theory: wB97M-V/def2-TZVPD

Structure (XYZ):
```
15
Properties=species:S:1:pos:R:3:mulliken_charge:R:1
C 0.586 -0.888 1.432 -1.01
C -0.136 -0.030 0.438 0.81
C -0.039 -1.263 -1.440 -0.80
N -0.787 -0.384 -0.590 -0.52
C 0.150 1.455 0.407 0.20
O 1.067 1.916 1.065 -0.62
N -0.485 2.097 -0.606 -0.33
H 1.221 -1.686 1.034 0.36
H 1.176 -0.235 2.070 0.29
H -0.202 -1.372 2.024 0.28
H 0.642 -0.562 -1.964 0.28
H 0.577 -2.041 -0.979 0.29
H -0.764 -1.642 -2.132 0.29
H -1.205 1.587 -1.101 0.28
H -0.431 3.098 -0.637 0.22
```

Results
E_HOMO   -8.8 eV
LUMO level   0.13 eV
HOMO-LUMO gap   0.327 Eh
Electronic energy   -341.91728 a.u.
SMILES string   C/N=C(\C)C(N)=O
Energy relative to the best compared isomer or geometry (same formula, charge and spin)   2.350 eV


Formula: C35H62Br3NO23
Source: the Open Molecules 2025 dataset
Level of theory: wB97M-V/def2-TZVPD

Structure (XYZ):
```
124
Properties=species:S:1:pos:R:3:mulliken_charge:R:1
C 6.529 -1.448 5.795 -0.38
C 6.390 -2.061 7.040 -0.38
C 5.195 -1.860 7.786 -0.39
C 4.261 -1.024 7.262 0.24
C 4.363 -0.474 6.000 -0.28
C 5.546 -0.630 5.311 -0.50
N 2.940 -0.880 7.995 0.91
O 2.145 -0.041 7.584 -0.56
O 2.677 -1.669 8.931 -0.55
H 7.436 -1.679 5.256 0.36
H 7.205 -2.648 7.437 0.37
H 5.114 -2.402 8.716 0.40
H 3.610 0.106 5.487 0.39
H 5.707 -0.072 4.400 0.37
C -1.461 -12.731 3.760 -1.03
C -0.783 -11.628 2.946 -0.28
O -1.433 -10.445 3.056 -0.32
C -1.405 -9.787 4.251 0.68
O -0.657 -9.946 5.196 -0.53
O -2.236 -8.677 4.067 -0.30
C -2.406 -7.709 5.111 -0.65
H -1.317 -12.428 4.797 0.30
H -0.944 -13.677 3.602 0.35
H -2.498 -12.733 3.422 0.29
H -0.623 -11.690 1.870 0.33
H 0.219 -11.482 3.351 0.33
H -1.476 -7.222 5.404 0.29
H -2.909 -8.072 6.007 0.29
H -3.040 -6.915 4.714 0.24
C 12.765 6.410 1.812 -1.21
C 11.460 5.996 1.117 -0.16
O 10.468 6.708 1.835 -0.23
C 9.184 6.469 1.558 0.71
O 8.739 5.544 0.893 -0.57
O 8.493 7.421 2.189 -0.32
C 7.055 7.510 2.170 -0.63
H 12.621 6.198 2.871 0.32
H 13.008 7.468 1.710 0.31
H 13.641 5.855 1.475 0.38
H 11.258 4.941 1.305 0.29
H 11.530 6.290 0.070 0.28
H 6.640 6.725 2.802 0.27
H 6.731 7.375 1.138 0.30
H 6.669 8.505 2.389 0.25
C -10.633 7.162 -0.437 -1.04
C -11.574 8.360 -0.242 -0.25
O -11.003 9.494 0.310 -0.30
C -10.436 10.402 -0.413 0.76
O -10.415 10.563 -1.636 -0.58
O -9.930 11.303 0.453 -0.33
C -9.305 12.520 -0.022 -0.64
H -9.702 7.376 -0.962 0.31
H -11.105 6.305 -0.917 0.34
H -10.344 6.914 0.584 0.29
H -12.357 7.992 0.421 0.24
H -12.116 8.686 -1.129 0.38
H -9.844 13.063 -0.798 0.30
H -8.375 12.199 -0.493 0.30
H -9.138 12.960 0.961 0.22
C 9.358 -2.947 -1.761 -1.24
C 7.897 -2.938 -1.876 -0.13
O 7.287 -3.893 -1.025 -0.26
C 6.054 -3.766 -0.607 0.79
O 5.262 -2.829 -0.689 -0.60
O 5.801 -4.915 -0.023 -0.33
C 4.517 -5.226 0.397 -0.71
H 9.866 -2.726 -0.822 0.33
H 9.700 -2.185 -2.461 0.36
H 9.785 -3.937 -1.926 0.31
H 7.623 -3.087 -2.920 0.26
H 7.495 -1.977 -1.554 0.31
H 3.706 -5.481 -0.285 0.30
H 4.036 -4.482 1.032 0.31
H 4.614 -6.096 1.046 0.29
C -1.849 8.351 -5.983 -1.10
C -0.974 7.398 -6.726 -0.21
O -0.544 6.244 -5.950 -0.30
C 0.607 6.321 -5.194 0.66
O 1.239 7.345 -4.884 -0.54
O 1.009 4.989 -4.802 -0.29
C 2.194 4.752 -4.070 -0.67
H -2.297 9.097 -6.640 0.36
H -1.243 9.007 -5.358 0.29
H -2.636 7.968 -5.334 0.30
H -0.131 7.875 -7.226 0.31
H -1.518 7.086 -7.618 0.33
H 2.764 3.850 -4.294 0.27
H 1.900 4.733 -3.021 0.27
H 2.958 5.524 -4.160 0.31
C -6.996 -5.656 -1.550 -1.00
C -6.723 -4.518 -0.557 -0.32
O -7.754 -3.507 -0.573 -0.31
C -8.826 -3.646 0.180 0.72
O -9.254 -4.686 0.635 -0.54
O -9.302 -2.357 0.301 -0.30
C -10.606 -2.250 0.732 -0.73
H -6.884 -5.282 -2.568 0.29
H -8.052 -5.914 -1.475 0.29
H -6.395 -6.534 -1.317 0.33
H -5.730 -4.083 -0.665 0.35
H -6.647 -4.897 0.462 0.32
H -10.805 -1.815 1.712 0.27
H -11.181 -3.154 0.531 0.33
H -11.156 -1.608 0.044 0.29
C -1.846 -1.921 -6.153 -1.12
C -0.569 -2.809 -5.981 -0.23
O -0.979 -4.037 -5.311 -0.27
C -0.168 -5.134 -5.271 0.72
O 0.973 -5.069 -5.701 -0.57
O -0.831 -6.204 -4.815 -0.29
C -0.126 -7.482 -4.765 -0.60
H -2.370 -1.801 -5.205 0.31
H -2.485 -2.407 -6.891 0.30
H -1.576 -1.013 -6.692 0.37
H 0.252 -2.244 -5.540 0.32
H -0.350 -3.066 -7.018 0.27
H 0.666 -7.428 -4.018 0.28
H 0.353 -7.613 -5.735 0.30
H -0.844 -8.285 -4.594 0.22
C -1.554 1.906 0.889 -0.32
Br -1.024 3.440 2.085 -0.02
Br -3.428 2.282 0.233 -0.03
Br -1.533 0.091 1.708 0.00
H -0.863 1.864 0.048 0.37
```

Results
E_HOMO   -10.1 eV
LUMO level   -0.51 eV
HOMO-LUMO gap   0.351 Eh
Electronic energy   -10877.92934 a.u.
SMILES string   O=[N+]([O-])c1ccccc1.CCOC(=O)OC.CCOC(=O)OC.CCOC(=O)OC.CCOC(=O)OC.CCOC(=O)OC.CCOC(=O)OC.CCOC(=O)OC.BrC(Br)Br
Energy relative to the best compared isomer or geometry (same formula, charge and spin)   0.264 eV


Formula: C49H71Cl2O19PSiTa
Source: the Open Molecules 2025 dataset
Level of theory: wB97M-V/def2-TZVPD

Structure (XYZ):
```
144
Properties=species:S:1:pos:R:3:mulliken_charge:R:1
C 7.173 -1.668 0.288 -1.44
C 5.999 -2.624 0.549 -0.26
C 6.337 -4.106 0.265 -1.11
C 5.589 -4.701 -0.947 -0.82
C 4.829 -5.978 -0.645 -0.87
C 3.845 -6.333 -1.769 -1.21
C 2.680 -7.252 -1.332 -0.90
C 1.346 -6.570 -1.609 0.13
C 0.164 -7.090 -0.784 -1.17
C -0.958 -6.035 -0.782 -0.09
C -1.351 -5.546 0.633 -1.35
Ta -0.285 -3.713 1.463 0.42
C 1.821 -4.659 1.304 -0.99
C 2.841 -3.771 0.548 -0.34
C -0.072 -2.763 -0.606 -1.97
C -1.316 -2.605 -1.508 0.11
P -1.370 -1.052 -2.457 0.73
O -1.323 -1.314 -3.896 -0.92
O -0.096 -0.160 -2.066 -0.33
C -0.394 1.212 -1.711 1.61
C 0.880 1.823 -1.135 -1.17
O -2.697 -0.172 -2.142 -0.20
C -3.917 -0.732 -2.622 -0.79
C -4.649 -1.580 -1.565 -0.46
C -0.240 -4.406 3.668 0.01
Cl 1.121 -3.788 4.643 -0.23
C -1.096 -5.174 4.318 0.45
C -2.321 -5.754 3.711 -1.14
Cl -0.892 -5.614 6.014 -0.25
Si -2.497 -2.326 2.056 0.48
C -4.085 -3.130 1.367 -1.39
C -2.203 -0.571 1.327 -0.60
C -2.657 -2.017 3.931 -1.25
H 7.793 -1.614 1.175 0.32
H 6.773 -0.681 0.096 0.37
H 7.724 -2.015 -0.579 0.39
H 5.678 -2.546 1.580 0.33
H 5.143 -2.318 -0.037 0.22
H 6.031 -4.667 1.140 0.39
H 7.414 -4.172 0.149 0.64
H 4.893 -3.964 -1.336 0.40
H 6.323 -4.900 -1.724 0.59
H 4.266 -5.919 0.285 0.40
H 5.532 -6.801 -0.560 0.55
H 3.478 -5.423 -2.233 0.51
H 4.412 -6.842 -2.545 0.64
H 2.787 -7.554 -0.298 0.47
H 2.744 -8.100 -2.006 0.43
H 1.467 -5.519 -1.350 -0.46
H 1.066 -6.582 -2.659 0.61
H 0.463 -7.291 0.239 0.35
H -0.158 -8.020 -1.248 0.45
H -0.665 -5.259 -1.484 -0.22
H -1.838 -6.512 -1.206 0.52
H -2.437 -5.506 0.671 0.55
H -1.083 -6.364 1.305 0.61
H 0.594 -2.185 2.104 -0.24
H 2.218 -4.752 2.311 0.79
H 1.789 -5.676 0.908 -0.12
H 2.880 -4.055 -0.503 -0.13
H 2.624 -2.717 0.650 0.45
H 3.824 -4.010 0.940 0.15
H 0.461 -1.827 -0.507 1.01
H 0.624 -3.411 -1.138 0.39
H -1.249 -3.318 -2.320 0.62
H -2.288 -2.783 -1.052 -0.34
H -1.165 1.226 -0.952 -0.88
H -0.667 1.753 -2.612 0.27
H 1.121 2.763 -1.605 -0.01
H 1.697 1.139 -1.331 0.50
H 0.780 1.889 -0.059 0.17
H -3.797 -1.290 -3.543 0.40
H -4.563 0.106 -2.861 0.43
H -4.448 -2.624 -1.771 0.31
H -5.713 -1.397 -1.564 0.45
H -4.200 -1.351 -0.609 -0.31
H -2.095 -6.726 3.280 0.33
H -2.800 -5.159 2.943 -0.06
H -3.050 -5.950 4.492 0.48
H -4.540 -3.789 2.096 0.54
H -4.822 -2.338 1.212 0.51
H -3.961 -3.614 0.405 0.22
H -1.161 -0.320 1.496 0.38
H -2.376 -0.558 0.254 -0.54
H -2.840 0.160 1.823 0.51
H -1.770 -1.462 4.213 0.24
H -2.775 -2.929 4.503 0.30
H -3.523 -1.386 4.144 0.41
C -3.498 5.559 1.957 -0.82
C -2.297 4.975 1.949 0.01
C -2.061 3.659 1.269 1.32
O -0.934 3.200 1.286 -0.77
C -3.191 3.000 0.628 -0.82
C -4.395 3.585 0.642 0.38
C -4.623 4.915 1.300 0.93
O -5.741 5.396 1.255 -0.68
O -5.468 3.037 0.077 -0.61
O -1.232 5.518 2.538 -0.51
H -3.673 6.509 2.441 0.52
H -3.014 2.042 0.156 0.31
H -6.200 3.666 0.230 0.36
H -0.495 4.892 2.387 0.31
C -1.821 6.472 -4.453 -1.05
C -2.268 6.675 -3.208 0.17
C -1.720 5.912 -2.040 0.82
O -2.166 6.145 -0.932 -0.51
C -0.692 4.915 -2.285 -0.14
C -0.250 4.704 -3.530 -0.34
C -0.780 5.481 -4.701 0.83
O -0.320 5.252 -5.802 -0.63
O 0.673 3.791 -3.815 -0.13
O -3.221 7.556 -2.919 -0.62
H -2.207 7.015 -5.304 0.46
H -0.322 4.360 -1.434 0.50
H 0.804 3.821 -4.786 0.30
H -3.353 7.503 -1.952 0.35
C 5.700 2.819 -3.563 -0.87
C 4.387 2.815 -3.834 0.43
C 3.859 2.358 -5.170 0.99
O 2.659 2.355 -5.362 -0.53
C 4.822 1.938 -6.180 -1.13
C 6.130 1.947 -5.903 0.31
C 6.654 2.379 -4.566 1.09
O 7.858 2.345 -4.385 -0.64
O 7.056 1.578 -6.784 -0.58
O 3.486 3.211 -2.946 -0.47
H 6.091 3.142 -2.609 0.46
H 4.435 1.626 -7.140 0.45
H 7.914 1.677 -6.325 0.36
H 2.605 3.119 -3.360 0.19
C -4.323 9.595 5.126 -1.11
C -4.742 9.695 6.393 0.40
C -4.150 8.862 7.493 1.04
O -4.571 9.024 8.624 -0.62
C -3.110 7.905 7.150 -0.83
C -2.692 7.799 5.881 0.29
C -3.266 8.654 4.787 1.09
O -2.818 8.514 3.666 -0.61
O -1.753 6.941 5.506 -0.56
O -5.703 10.532 6.770 -0.58
H -4.740 10.191 4.328 0.43
H -2.704 7.297 7.946 0.44
H -1.634 7.053 4.540 0.28
H -5.806 10.404 7.734 0.36
```

Results
E_HOMO   -4.4 eV
LUMO level   -0.45 eV
HOMO-LUMO gap   0.144 Eh
Electronic energy   -4947.46130 a.u.
Charge   -1


Q: The lowest electronic energy belongs to which entry?
A: C35H62Br3NO23


Q: What is the E_HOMO in the second record?
A: -10.1 eV